Molecular formula: C12H12N3O4P
Method: DFT, ωB97M-V/def2-TZVPD

Highest occupied orbital energy   -8.7 eV
SMILES   N=[PH2]C1=C(N)C(=O)C(ON=O)=CC1=O.c1ccccc1
E_LUMO   -1.8578 eV
Frontier orbital gap   6.81 eV

Cartesian coordinates (Å):
N (2.615, 1.382, -1.871)
P (2.735, -0.181, -2.294)
C (0.991, -0.903, -2.146)
C (0.483, -1.728, -3.204)
N (1.245, -2.096, -4.396)
C (-1.032, -2.227, -2.975)
O (-1.418, -3.383, -3.229)
C (-1.993, -1.103, -2.332)
O (-3.335, -0.872, -2.794)
N (-3.193, -0.014, -3.891)
O (-3.465, 1.094, -3.584)
C (-1.491, -0.291, -1.278)
C (0.041, -0.606, -0.881)
O (0.458, -0.659, 0.287)
H (1.633, 1.584, -1.600)
H (3.145, -0.180, -3.686)
H (3.703, -0.827, -1.463)
H (2.179, -2.380, -4.055)
H (0.775, -2.930, -4.794)
H (-2.087, 0.537, -0.781)
C (-1.272, 0.736, 3.634)
C (-0.030, 0.701, 3.006)
C (1.075, 1.285, 3.617)
C (0.941, 1.895, 4.861)
C (-0.300, 1.926, 5.490)
C (-1.407, 1.351, 4.875)
H (-2.135, 0.283, 3.156)
H (0.076, 0.219, 2.039)
H (2.041, 1.264, 3.125)
H (1.803, 2.346, 5.339)
H (-0.404, 2.401, 6.460)
H (-2.375, 1.380, 5.364)

Molecular formula: CH3O3
Method: DFT, ωB97M-V/def2-TZVPD

Energy relative to the best compared isomer or geometry (same formula, charge and spin)   4.5 kcal/mol
Highest occupied orbital energy   -4.3 eV
Total charge   -1
E_LUMO   4.3906 eV
Frontier orbital gap   8.66 eV

Cartesian coordinates (Å):
O (-0.591, 2.177, 1.551)
H (-0.578, 1.436, 0.936)
O (-0.314, -1.776, -1.173)
C (0.532, -1.005, -0.702)
O (0.342, 0.070, -0.075)
H (1.622, -1.270, -0.839)
H (0.300, 2.340, 1.859)

Molecular formula: C5H11O4Zn
Method: DFT, ωB97M-V/def2-TZVPD

Energy relative to the best compared isomer or geometry (same formula, charge and spin)   24.5 kcal/mol
Highest occupied orbital energy   -11.5 eV
Total charge   +1
E_LUMO   -5.1755 eV
Frontier orbital gap   6.34 eV

Cartesian coordinates (Å):
O (-2.129, -0.517, -1.005)
C (-2.511, 0.308, -0.156)
C (-1.566, 1.425, 0.181)
O (-0.269, 0.929, -0.016)
C (0.865, 1.734, 0.300)
C (2.013, 0.807, 0.653)
O (2.496, 0.043, -0.416)
C (2.006, -1.319, -0.505)
Zn (-0.091, -0.899, -0.807)
H (-3.585, 0.548, -0.074)
H (-1.758, 1.750, 1.218)
H (-1.738, 2.281, -0.495)
H (0.669, 2.397, 1.156)
H (1.087, 2.372, -0.567)
H (1.669, 0.137, 1.463)
H (2.832, 1.436, 1.033)
H (2.491, -1.756, -1.394)
H (2.412, -1.894, 0.350)
O (-0.512, -2.085, 0.671)
H (-0.428, -3.044, 0.674)
H (-1.436, -1.817, 1.126)

Molecular formula: C28H25F5NO2V
Method: DFT, ωB97M-V/def2-TZVPD

Multiplicity   3
Energy relative to the best compared isomer or geometry (same formula, charge and spin)   0.0 kcal/mol
Highest occupied orbital energy (alpha / beta)   -6.2 / -7.2 eV
E_LUMO (alpha / beta)   -0.1662 / -0.2038 eV
Frontier orbital gap (alpha / beta)   6.08 / 6.96 eV

Cartesian coordinates (Å):
C (2.024, -0.308, 2.030)
C (2.207, -1.047, 0.820)
C (2.007, -0.158, -0.275)
H (2.642, -2.038, 0.731)
C (1.637, 1.107, 0.237)
C (1.657, 1.039, 1.662)
H (1.532, 2.013, -0.343)
C (-1.267, -2.180, 2.243)
C (0.010, -2.647, 1.834)
C (0.057, -2.594, 0.400)
H (0.752, -3.147, 2.454)
C (-1.158, -1.993, -0.068)
C (-1.991, -1.767, 1.082)
H (2.358, -0.343, -1.291)
H (1.511, 1.885, 2.324)
H (2.283, -0.643, 3.032)
H (-3.033, -1.457, 1.037)
H (0.748, -3.096, -0.281)
H (-1.691, -2.296, 3.236)
V (-0.080, -0.362, 1.108)
C (-1.502, -1.715, -1.522)
C (-3.002, -1.464, -1.671)
C (-1.068, -2.865, -2.430)
H (-3.607, -2.356, -1.450)
H (-3.239, -1.185, -2.702)
H (-3.357, -0.653, -1.027)
H (-1.601, -3.801, -2.238)
H (0.008, -3.049, -2.347)
H (-1.263, -2.567, -3.466)
C (-0.706, -0.504, -2.083)
C (-0.948, 0.820, -1.439)
H (-1.043, -0.409, -3.135)
H (0.389, -0.687, -2.078)
O (-0.788, 0.878, -0.154)
N (-1.366, 1.885, -2.159)
C (-0.579, 2.648, -3.192)
H (-2.259, 2.279, -1.864)
C (0.676, 1.892, -3.545)
C (1.931, 2.359, -3.137)
H (1.979, 3.318, -2.602)
C (3.093, 1.637, -3.450)
H (4.073, 2.060, -3.190)
C (2.987, 0.386, -4.068)
H (3.889, -0.189, -4.293)
C (1.728, -0.099, -4.444)
H (1.615, -1.096, -4.872)
C (0.607, 0.729, -4.320)
H (-0.340, 0.482, -4.814)
H (-0.281, 3.633, -2.779)
H (-1.227, 2.829, -4.069)
F (-0.395, 2.090, 7.792)
C (-0.469, 1.678, 6.516)
C (-1.157, 2.451, 5.581)
F (-1.748, 3.602, 5.959)
C (-1.248, 2.029, 4.274)
F (-1.893, 2.775, 3.351)
C (-0.677, 0.805, 3.887)
O (-0.814, 0.394, 2.649)
C (0.000, 0.029, 4.850)
F (0.498, -1.194, 4.488)
C (0.119, 0.461, 6.150)
F (0.779, -0.284, 7.069)

Copy entry 1 word for word.
Molecular formula: C12H12N3O4P
Method: DFT, ωB97M-V/def2-TZVPD

Highest occupied orbital energy   -8.7 eV
SMILES   N=[PH2]C1=C(N)C(=O)C(ON=O)=CC1=O.c1ccccc1
E_LUMO   -1.8578 eV
Frontier orbital gap   6.81 eV

Cartesian coordinates (Å):
N (2.615, 1.382, -1.871)
P (2.735, -0.181, -2.294)
C (0.991, -0.903, -2.146)
C (0.483, -1.728, -3.204)
N (1.245, -2.096, -4.396)
C (-1.032, -2.227, -2.975)
O (-1.418, -3.383, -3.229)
C (-1.993, -1.103, -2.332)
O (-3.335, -0.872, -2.794)
N (-3.193, -0.014, -3.891)
O (-3.465, 1.094, -3.584)
C (-1.491, -0.291, -1.278)
C (0.041, -0.606, -0.881)
O (0.458, -0.659, 0.287)
H (1.633, 1.584, -1.600)
H (3.145, -0.180, -3.686)
H (3.703, -0.827, -1.463)
H (2.179, -2.380, -4.055)
H (0.775, -2.930, -4.794)
H (-2.087, 0.537, -0.781)
C (-1.272, 0.736, 3.634)
C (-0.030, 0.701, 3.006)
C (1.075, 1.285, 3.617)
C (0.941, 1.895, 4.861)
C (-0.300, 1.926, 5.490)
C (-1.407, 1.351, 4.875)
H (-2.135, 0.283, 3.156)
H (0.076, 0.219, 2.039)
H (2.041, 1.264, 3.125)
H (1.803, 2.346, 5.339)
H (-0.404, 2.401, 6.460)
H (-2.375, 1.380, 5.364)

What did the third record say?
Molecular formula: C5H11O4Zn
Method: DFT, ωB97M-V/def2-TZVPD

Energy relative to the best compared isomer or geometry (same formula, charge and spin)   24.5 kcal/mol
Highest occupied orbital energy   -11.5 eV
Total charge   +1
E_LUMO   -5.1755 eV
Frontier orbital gap   6.34 eV

Cartesian coordinates (Å):
O (-2.129, -0.517, -1.005)
C (-2.511, 0.308, -0.156)
C (-1.566, 1.425, 0.181)
O (-0.269, 0.929, -0.016)
C (0.865, 1.734, 0.300)
C (2.013, 0.807, 0.653)
O (2.496, 0.043, -0.416)
C (2.006, -1.319, -0.505)
Zn (-0.091, -0.899, -0.807)
H (-3.585, 0.548, -0.074)
H (-1.758, 1.750, 1.218)
H (-1.738, 2.281, -0.495)
H (0.669, 2.397, 1.156)
H (1.087, 2.372, -0.567)
H (1.669, 0.137, 1.463)
H (2.832, 1.436, 1.033)
H (2.491, -1.756, -1.394)
H (2.412, -1.894, 0.350)
O (-0.512, -2.085, 0.671)
H (-0.428, -3.044, 0.674)
H (-1.436, -1.817, 1.126)